<a>
{"formula": "C4H12N2O", "method": "the ωB97M-V functional and the def2-TZVPD basis", "e_lumo_ha": 0.0363, "smiles": "C[C@H](CN)NCO", "gap_ev": 9.91, "spin_multiplicity": 1, "homo_energy_ha": -0.328, "total_charge": 0, "elements": ["N", "H", "H", "C", "N", "H", "H", "C", "H", "H", "C", "H", "C", "H", "H", "H", "H", "O", "H"], "coordinates": [[1.056, -0.810, -0.127], [1.413, -1.061, 0.788], [0.289, 2.094, -1.177], [0.607, -1.987, -0.789], [-1.802, 1.175, 1.391], [-1.575, 2.032, 0.916], [-1.065, -0.786, 1.431], [0.041, 0.255, -0.034], [-0.690, 0.071, -0.827], [1.299, -2.806, -0.644], [-0.695, 0.228, 1.304], [-2.667, 0.812, 1.020], [0.687, 1.643, -0.298], [-0.388, -2.329, -0.466], [1.713, 1.441, -0.605], [0.623, 2.244, 0.607], [0.609, -0.864, -2.395], [0.548, -1.808, -2.213], [-0.002, 0.456, 2.118]], "nbo_charge": [-0.650, 0.369, 0.212, 0.100, -0.839, 0.355, 0.193, -0.069, 0.185, 0.172, -0.229, 0.360, -0.641, 0.125, 0.235, 0.205, 0.466, -0.730, 0.179]}

---

<b>
{"formula": "C4H12N2O", "method": "the ωB97M-V functional and the def2-TZVPD basis", "e_lumo_ha": 0.0337, "smiles": "CN[C@@H](CN)CO", "gap_ev": 9.35, "spin_multiplicity": 1, "homo_energy_ha": -0.310, "total_charge": 0, "elements": ["C", "C", "H", "N", "H", "H", "C", "H", "H", "H", "N", "H", "H", "H", "O", "C", "H", "H", "H"], "coordinates": [[0.373, -1.022, -0.833], [-2.337, -0.017, 0.192], [1.883, 1.379, -0.153], [0.450, -0.111, -2.015], [-0.865, 1.532, 0.426], [1.016, 1.681, 1.498], [1.427, 0.835, 0.807], [-0.448, -1.760, -0.673], [0.263, -0.893, 1.383], [-2.555, -0.854, 0.902], [-1.100, 0.563, 0.594], [1.368, -1.499, -0.883], [-0.588, 0.196, -2.204], [-3.091, 0.718, 0.520], [2.635, 0.201, 1.365], [0.308, -0.214, 0.513], [0.669, -0.873, -2.817], [3.052, 0.774, 2.065], [-2.461, -0.637, -0.688]], "nbo_charge": [-0.253, -0.437, 0.193, -0.822, 0.366, 0.177, -0.088, 0.180, 0.203, 0.177, -0.667, 0.204, 0.353, 0.225, -0.749, -0.070, 0.356, 0.476, 0.174]}

---

<c>
{"formula": "C4H12N2O", "method": "the ωB97M-V functional and the def2-TZVPD basis", "e_lumo_ha": 0.0315, "gap_ev": 9.26, "spin_multiplicity": 1, "homo_energy_ha": -0.309, "total_charge": 0, "elements": ["C", "H", "C", "H", "H", "H", "H", "H", "H", "C", "C", "H", "H", "N", "O", "H", "H", "H", "N"], "coordinates": [[0.755, -0.990, 1.621], [1.268, 1.176, -2.672], [-0.557, -1.472, 1.092], [0.853, 2.675, -1.979], [-0.572, 0.102, -1.869], [2.094, -0.935, -1.380], [1.318, -0.498, 0.817], [-1.872, -0.499, 2.428], [-0.493, -2.135, 0.233], [-1.759, -1.137, 1.557], [-0.183, 1.034, -1.491], [0.624, -0.316, 2.471], [-1.210, 0.839, 0.225], [0.491, 1.809, -2.360], [1.606, -0.108, -1.479], [-0.312, 2.294, 0.095], [-2.670, -1.510, 1.106], [1.359, -1.839, 1.957], [-0.741, 1.509, -0.372]], "nbo_charge": [-0.683, 0.473, -0.137, 0.369, 0.221, 0.446, 0.276, 0.190, 0.202, -0.469, 0.478, 0.199, 0.426, -0.799, -1.235, 0.392, 0.203, 0.222, -0.773]}

---

Unit: kcal/mol. Relative energies: <a> 0.0; <b> 42.6; <c> 34.6.